1.
Molecular formula: C24H66Ag2NO25P4
Method: DFT, wB97M-V/def2-TZVPD

## Properties
- HOMO level (eV) = -11.38
- ΔE to the lowest compared entry with this formula, charge and spin (kcal per mole) = 105.6
- E (a.u.) = -4548.93745
- orbital gap (eV) = 6.215
- largest force on an atom (Eh/bohr) = 0.085
- net charge = +1
- 2S+1 = 1

Each line ends with the Mulliken charge.
Positions of all 122 atoms, in Å:
O: 9.367 -3.019 10.634  -0.485
H: 7.044 -5.221 13.263  0.336
O: 12.531 -6.030 15.164  -0.359
H: 8.530 2.497 8.731  0.288
O: 9.159 -3.167 4.110  -0.722
O: 13.519 -4.345 9.690  0.211
O: 7.969 -1.994 6.087  -0.061
C: 15.493 -5.186 10.840  -0.138
H: 13.346 -3.594 7.813  0.423
H: 10.586 -2.753 6.738  0.293
Ag: 13.781 -2.772 11.600  0.518
H: 7.196 0.167 15.277  0.370
O: 8.980 0.963 15.681  -0.399
H: 12.013 -2.072 5.914  0.385
H: 3.825 -4.778 10.374  0.314
O: 10.367 3.337 8.098  -0.404
H: 4.429 -2.320 15.168  0.380
H: 13.052 -7.963 15.603  0.280
C: 13.495 -7.074 15.153  -0.711
H: 6.730 -0.784 7.097  0.416
H: 13.859 3.919 4.820  0.309
H: 2.697 -5.886 9.747  0.371
C: 10.491 2.751 6.830  -0.011
H: 17.388 -4.439 12.783  0.376
H: 10.988 4.534 5.829  0.346
H: 3.198 -2.969 16.913  0.308
O: 5.590 -3.785 13.554  -0.405
C: 10.681 -3.200 14.373  -0.515
O: 11.325 -2.351 11.327  0.061
H: 7.478 -5.558 9.165  0.357
H: 11.016 0.804 17.656  0.361
C: 11.166 -0.209 17.280  -0.781
H: 5.937 -5.211 12.015  0.171
H: 3.616 -4.506 17.770  0.246
H: 13.872 -7.415 14.189  0.295
C: 13.648 4.461 5.742  -0.751
O: 5.032 -3.797 16.462  -0.334
H: 9.671 3.076 9.973  0.312
O: 11.242 -0.260 15.844  -0.147
H: 11.832 -3.745 8.790  -0.195
P: 4.880 -6.195 8.198  0.740
P: 8.890 -1.850 4.790  0.923
H: 6.802 -3.864 9.522  0.183
O: 8.184 -0.660 3.935  -0.343
H: 10.789 1.704 6.882  -0.044
O: 11.125 2.103 14.744  -0.739
Ag: 12.059 0.120 10.986  0.655
O: 4.659 -6.462 9.777  -0.243
O: 3.601 -6.085 7.423  -0.709
C: 6.326 -3.129 14.536  0.185
H: 11.249 -1.141 7.203  0.216
H: 7.457 -0.297 2.075  0.239
H: 11.599 -5.182 11.277  -0.086
H: 5.763 -1.898 16.260  0.290
C: 9.581 2.575 9.009  -0.276
H: 10.015 1.575 8.982  -0.107
H: 14.290 -6.887 15.875  0.311
H: 10.751 -6.759 11.102  0.366
H: 8.585 -0.990 15.287  0.089
H: 14.860 -5.847 11.432  -0.021
P: 10.427 0.804 14.925  0.739
C: 7.021 -4.642 8.791  -0.386
H: 7.136 -3.859 12.105  0.086
O: 12.764 3.627 6.502  -0.290
H: 8.501 1.184 12.939  0.505
H: 12.540 -5.226 8.169  0.355
H: 9.910 -2.697 13.791  -0.117
H: 16.403 -5.775 10.729  0.561
H: 5.636 -9.237 6.961  0.269
H: 10.354 -0.877 17.566  0.262
C: 3.571 -5.838 10.397  -0.753
O: 10.185 -1.173 10.045  -0.525
O: 10.824 -4.575 13.997  -0.373
H: 9.075 0.288 2.301  0.254
H: 12.118 -0.498 17.723  0.281
H: 10.352 -3.159 15.412  0.479
H: 9.477 2.840 6.440  0.325
H: 9.737 0.726 11.705  -0.405
C: 5.344 -8.698 7.862  -0.716
H: 7.798 -4.240 8.141  0.235
C: 11.059 -1.836 6.386  -0.683
H: 16.207 -3.283 13.413  0.268
O: 5.884 -7.384 7.803  -0.281
H: 14.748 -5.836 8.912  0.428
H: 5.665 -9.260 8.740  0.265
H: 8.242 -0.006 6.674  0.232
P: 12.277 -5.307 13.770  0.901
O: 15.890 -3.979 11.392  -0.442
C: 14.808 -4.917 9.494  -0.812
H: 15.512 -4.248 8.999  0.355
H: 7.136 -3.692 15.000  0.293
H: 14.536 4.700 6.327  0.233
H: 11.576 -2.591 14.250  0.292
H: 7.925 -0.426 16.812  0.416
H: 13.193 5.402 5.430  0.318
C: 7.805 -0.943 7.018  -0.513
H: 8.825 -1.449 2.044  0.359
C: 12.773 -4.215 8.502  -0.603
H: 8.105 -1.219 8.029  0.080
H: 6.746 -2.208 14.133  -0.032
O: 10.144 -0.057 13.527  0.054
C: 6.469 -4.515 12.664  -0.380
C: 11.665 -6.260 11.426  -0.347
C: 3.986 -3.555 17.386  -0.720
N: 10.310 -2.200 10.655  0.630
H: 11.591 3.050 4.972  0.399
H: 8.573 -0.417 12.373  0.155
O: 13.405 -4.409 13.306  -0.365
H: 4.257 -8.712 7.932  0.332
C: 16.340 -4.142 12.756  -0.755
C: 8.114 -0.139 15.778  -0.612
O: 5.758 -4.850 8.169  -0.223
C: 11.465 3.559 5.928  -0.649
H: 15.743 -4.896 13.269  0.268
H: 12.484 -6.686 10.846  0.206
O: 11.914 -6.541 12.769  -0.405
C: 5.343 -2.687 15.636  -0.691
H: 4.352 -2.944 18.211  0.279
C: 9.217 0.428 12.615  -0.114
C: 8.419 -0.555 2.518  -0.741
O: 10.234 -1.095 5.434  -0.361
H: 3.451 -6.207 11.415  0.243

=====

2.
Molecular formula: C42H41NO2P2S2Sn
Method: DFT, wB97M-V/def2-TZVPD

## Properties
- HOMO level (eV) = -8.12
- ΔE to the lowest compared entry with this formula, charge and spin (kcal per mole) = 0.9
- E (a.u.) = -3523.51531
- orbital gap (eV) = 7.007
- largest force on an atom (Eh/bohr) = 0.058
- 2S+1 = 1

Each line ends with the Mulliken charge.
Positions of all 91 atoms, in Å:
C: 1.476 4.259 -0.483  -0.663
C: 2.679 -2.670 5.360  -1.376
C: -0.476 3.839 -4.613  0.390
C: -1.504 4.787 -4.769  -0.485
C: 0.759 4.082 -1.672  -0.277
H: 3.164 -1.222 6.894  0.400
C: -1.652 0.318 5.287  0.518
C: 3.485 -0.797 3.209  -0.965
C: -2.125 -3.920 -2.247  -0.623
H: 2.124 3.345 1.376  0.414
C: 0.050 1.449 8.535  -0.455
H: 1.748 5.073 -6.897  0.370
C: 1.664 -2.587 2.966  -0.694
H: 1.757 0.689 5.871  0.354
H: 1.151 1.119 0.852  -0.020
C: 0.151 0.186 9.142  -0.368
C: 1.032 1.954 0.146  0.237
H: 2.913 1.199 3.850  0.432
C: 0.353 1.278 -4.189  -0.877
H: -2.161 -1.899 1.422  0.458
H: -0.434 -1.918 9.029  0.435
C: -0.075 0.105 -4.717  -0.816
C: -2.216 -2.503 -6.466  -0.210
H: 4.098 -1.514 3.756  0.322
C: -0.440 -0.936 8.549  -0.434
C: 0.690 3.949 -5.388  0.063
O: -2.960 -2.554 6.819  -0.710
C: 0.010 -2.614 -3.508  0.155
H: 0.871 -3.588 4.601  0.344
H: 4.137 -0.196 2.558  0.458
H: -0.176 0.820 -1.247  0.524
N: -2.064 -0.914 5.035  -0.614
C: -0.605 1.603 7.299  -0.618
C: 2.308 -0.098 5.338  -0.293
H: 1.954 5.217 -0.270  0.368
H: -2.400 4.697 -4.156  0.364
H: 0.731 0.060 10.065  0.378
Sn: -1.717 0.819 1.568  0.644
H: -1.820 0.842 -7.000  0.376
C: 0.231 -3.819 -2.831  -0.711
H: 3.192 -2.200 1.583  0.345
H: 1.232 -4.253 -2.817  0.409
C: -1.171 0.479 6.671  0.281
C: 0.829 5.000 -6.308  -0.619
C: 0.301 1.782 -1.025  -0.621
S: -1.618 1.531 4.051  -0.429
C: 1.700 -2.959 4.266  -0.181
H: 0.992 -3.158 2.298  0.614
C: -0.839 -4.474 -2.206  -0.507
C: -2.226 -0.628 -8.538  -0.640
H: -0.671 -5.431 -1.711  0.400
H: -2.154 -3.255 -5.678  0.293
H: 1.431 -1.493 6.670  -0.424
S: -1.759 -2.021 6.227  1.100
C: -2.347 -2.726 -2.921  -0.527
H: -2.550 -2.309 -9.877  0.347
P: -0.822 2.440 -3.431  0.155
H: -0.651 2.571 6.794  0.389
C: 2.855 0.168 4.148  -0.618
C: -2.420 -2.918 -7.792  -0.612
H: 3.714 -2.719 5.030  0.542
C: 2.384 -1.367 6.120  0.544
H: 0.846 -2.133 -4.022  0.335
C: -1.040 -0.769 7.291  -0.042
C: -2.422 -1.987 -8.837  -0.407
H: -2.157 6.564 -5.792  0.368
H: 0.701 4.891 -2.401  0.377
C: -1.623 -1.296 2.175  -1.006
H: -2.076 -1.378 3.181  0.457
C: -1.359 5.831 -5.685  -0.512
H: -0.088 6.752 -7.193  0.358
H: 2.515 -3.471 6.091  0.405
H: 2.005 -0.912 1.586  -0.277
H: 1.409 1.587 -4.253  0.783
H: -2.555 -3.979 -8.013  0.361
P: -1.745 -0.503 -4.396  -0.048
C: -0.198 5.941 -6.464  -0.438
H: 0.526 2.312 9.019  0.369
C: 0.158 2.847 -1.934  0.488
C: -1.275 -2.063 -3.552  0.457
H: 0.544 -0.521 -5.378  0.865
C: -2.024 -0.214 -7.212  -0.295
C: -2.037 -1.148 -6.153  0.242
H: -0.567 -1.570 2.269  0.106
H: -2.966 -4.437 -1.780  0.423
H: -2.212 0.113 -9.345  0.359
C: 1.595 3.207 0.431  -0.893
H: -3.353 -2.306 -2.998  0.394
O: -0.769 -2.981 5.763  -0.557
C: 2.553 -1.599 2.256  0.081
H: 1.501 3.224 -5.284  0.208

=====

3.
Molecular formula: C4H6N2O
Method: DFT, wB97M-V/def2-TZVPD

## Properties
- HOMO level (eV) = -9.21
- ΔE to the lowest compared entry with this formula, charge and spin (kcal per mole) = 110.0
- SMILES = [H]/N=N/[C@@]1(C=C)CO1
- E (a.u.) = -340.61969
- orbital gap (eV) = 9.889
- largest force on an atom (Eh/bohr) = 0.060
- 2S+1 = 1

Each line ends with the Mulliken charge.
Positions of all 13 atoms, in Å:
O: -1.584 0.859 -0.013  -0.440
H: -1.236 -0.344 -1.617  0.330
H: 1.495 -0.725 -1.232  0.225
H: 1.142 2.062 -0.135  0.287
C: -1.316 -0.360 -0.574  -0.413
C: 0.908 1.016 -0.378  -0.268
N: -0.037 -0.223 1.669  -0.195
N: -0.869 -1.135 1.819  -0.399
C: -0.263 0.321 0.138  0.712
H: -1.945 -1.149 -0.128  0.277
H: 2.792 0.691 -1.348  0.282
H: -0.889 -1.349 2.857  0.247
C: 1.802 0.333 -1.058  -0.645

=====

4.
Molecular formula: C33H45ClCrN5O10P4
Method: DFT, wB97M-V/def2-TZVPD

## Properties
- HOMO level (spin up / spin down) (eV) = -8.79 / -8.79
- ΔE to the lowest compared entry with this formula, charge and spin (kcal per mole) = 0.0
- E (a.u.) = -5181.26358
- orbital gap (spin up / spin down) (eV) = 8.181 / 8.127
- expectation value of S² = 3.786
- largest force on an atom (Eh/bohr) = 0.032
- 2S+1 = 4

Each line ends with the Mulliken charge.
Positions of all 99 atoms, in Å:
C: -2.687 3.650 -2.902  -2.040
C: 0.479 3.527 0.023  -0.123
P: 0.242 1.072 1.370  2.670
P: -3.351 0.003 -2.428  0.614
O: -2.425 0.434 0.534  0.163
N: 1.853 3.217 1.942  -0.244
H: -1.925 -1.695 0.956  0.869
O: -4.180 -5.833 1.191  -0.689
C: 0.949 2.749 1.136  -0.451
H: 2.839 -0.399 0.643  0.333
H: -1.604 -5.167 -1.535  0.779
C: 3.494 4.884 2.441  -0.459
H: -2.286 3.485 1.213  0.185
N: -0.758 -1.498 -0.715  0.966
H: 1.212 -1.817 3.531  0.565
H: -0.477 -8.052 -0.703  0.422
H: 3.933 -5.725 1.616  0.349
H: 2.662 -1.794 1.708  0.596
H: -0.608 -4.737 1.994  0.455
H: 0.212 -0.461 4.025  0.311
C: -1.220 3.810 -2.490  1.818
C: -3.065 -5.510 0.847  0.183
C: -0.829 5.286 -2.469  -1.822
C: 3.908 6.615 0.817  -0.598
H: -0.237 -1.419 2.605  0.196
H: -3.337 4.316 -2.336  0.335
H: 1.831 -4.736 2.096  0.269
C: -0.715 -6.377 0.611  0.181
C: 2.160 5.031 0.399  -0.078
H: -1.545 2.316 2.478  0.171
Cr: -0.887 0.564 -0.689  -1.040
H: 0.344 -1.472 -2.458  0.396
C: -2.286 3.859 0.193  -1.432
H: -0.477 3.459 -4.484  0.642
H: 3.947 -7.394 1.034  0.395
C: 1.894 1.033 -1.555  0.413
C: 0.031 -7.315 -0.099  -0.544
C: -1.509 -2.219 0.105  -1.267
C: 1.330 -5.456 1.466  -0.744
O: 0.739 0.674 -1.891  -0.341
O: -3.380 -1.480 -1.774  -0.483
H: -3.391 -3.555 1.182  0.228
C: 4.191 5.992 2.043  -0.562
C: -1.842 -3.553 -0.126  -0.183
C: 2.915 6.147 -0.002  -0.363
H: 2.021 1.335 3.792  0.289
N: -2.115 -6.445 0.535  -0.007
C: 1.409 -7.312 -0.025  -0.712
O: -4.089 0.908 -1.274  -0.563
C: -0.533 -3.406 -2.113  -1.821
Cl: 2.811 -0.264 -3.764  -0.206
H: 1.387 -1.403 0.545  0.227
H: 4.984 6.386 2.661  0.400
H: -1.380 5.844 -1.720  0.323
O: -4.602 -0.780 0.564  -0.486
H: -1.047 5.724 -3.441  0.496
C: 0.597 -0.996 3.163  -1.696
N: -2.707 -4.174 0.763  0.042
P: -3.909 0.662 0.306  1.233
O: 2.234 1.350 -0.412  -0.540
H: 1.972 -8.050 -0.577  0.405
H: -5.457 -0.604 0.956  0.313
C: -0.328 3.064 -3.480  -1.905
C: -1.339 -4.156 -1.278  -0.199
C: 3.579 -6.390 0.832  -1.534
N: 1.099 4.614 -0.332  -0.238
H: -4.238 -1.851 -1.985  0.346
C: -0.051 -5.448 1.404  0.033
H: -1.496 0.676 3.060  0.419
H: 3.090 -0.065 3.640  0.535
C: 2.480 4.370 1.614  -0.106
H: -3.028 2.622 -2.767  0.446
H: 3.137 1.231 2.439  0.308
H: -2.046 4.924 0.203  0.384
H: -0.145 -3.835 -3.023  0.474
H: 4.009 -6.063 -0.115  0.319
C: -0.870 1.518 2.776  -1.783
H: 0.231 5.396 -2.265  0.338
H: 2.844 2.014 -3.231  0.279
O: -4.122 0.071 -3.666  -0.841
O: -1.900 0.413 -2.405  0.007
C: -0.266 -2.085 -1.807  -0.062
H: 4.487 7.476 0.524  0.409
C: 2.485 0.652 3.085  -1.964
H: 3.713 4.368 3.362  0.487
H: -2.499 -7.378 0.455  0.273
H: 0.723 3.188 -3.218  0.299
H: 2.692 6.620 -0.947  0.486
H: -0.567 2.001 -3.489  0.172
H: 3.960 1.074 -2.202  0.387
C: 2.967 1.099 -2.651  -0.668
H: -3.285 3.679 -0.203  0.502
C: 2.084 -6.381 0.757  0.794
P: -1.053 2.956 -0.823  2.490
O: -4.573 1.710 1.087  -0.826
C: 2.127 -0.977 1.223  -2.068
C: 1.443 -0.091 2.261  2.335
H: -0.266 1.854 3.620  0.402
H: -2.802 3.895 -3.956  0.534

=====

5.
Molecular formula: C2H3NOS3
Method: DFT, wB97M-V/def2-TZVPD

## Properties
- HOMO level (eV) = -7.70
- ΔE to the lowest compared entry with this formula, charge and spin (kcal per mole) = 73.8
- SMILES = SC1=C(S)SON1
- E (a.u.) = -1402.43522
- orbital gap (eV) = 7.735
- largest force on an atom (Eh/bohr) = 0.035
- 2S+1 = 1

Each line ends with the Mulliken charge.
Positions of all 10 atoms, in Å:
H: 2.830 -0.239 0.225  0.085
H: -1.964 0.297 -0.985  0.227
C: -0.083 -0.263 -0.224  0.104
C: 0.551 0.398 0.754  0.337
S: 0.680 -1.203 -1.484  -0.232
S: -0.488 1.603 1.506  0.005
N: -1.455 -0.098 -0.176  -0.196
H: -0.572 -1.326 -1.991  0.148
O: -1.747 0.522 1.109  -0.286
S: 2.249 0.309 1.266  -0.193

=====

6.
Molecular formula: C22H24F5NOP2Sc
Method: DFT, wB97M-V/def2-TZVPD

## Properties
- HOMO level (spin up / spin down) (eV) = -10.33 / -10.33
- E (a.u.) = -2925.26519
- orbital gap (spin up / spin down) (eV) = 6.346 / 6.346
- largest force on an atom (Eh/bohr) = 0.130
- net charge = +1
- 2S+1 = 1

Each line ends with the Mulliken charge.
Positions of all 56 atoms, in Å:
H: 1.010 -3.977 0.122  0.537
H: 2.499 0.279 -3.258  0.383
H: -0.402 3.522 -1.687  0.359
C: -1.754 0.979 -2.090  -0.197
C: -2.333 -3.529 2.328  -0.748
F: 1.963 3.256 2.441  -0.234
H: 2.279 1.959 -3.852  0.449
C: -0.437 0.838 -2.807  -1.192
H: -4.456 3.066 -1.980  0.421
H: -0.440 1.355 -3.764  0.544
N: -1.018 -0.506 -0.264  0.102
H: 3.252 -2.175 -1.381  0.358
C: -4.085 1.503 -0.570  -0.982
H: -3.835 -2.088 2.909  0.467
H: -0.205 -0.204 -2.993  0.406
C: -0.733 -2.792 0.647  0.226
C: -1.480 -1.588 0.500  0.402
F: 3.788 0.926 0.543  -0.302
C: -1.816 1.044 2.301  0.103
C: 2.403 1.331 -2.959  -1.333
H: -2.821 1.313 2.738  0.413
H: 0.799 3.643 -3.009  0.440
H: 2.543 -3.462 2.196  0.431
H: 1.305 3.855 -1.308  0.307
H: 1.126 -2.477 2.783  0.366
H: 3.316 1.631 -2.425  0.404
C: 0.599 -2.979 -0.056  -1.130
C: -3.018 -2.313 2.239  -1.095
H: 4.233 -1.684 0.060  0.364
F: 2.868 3.639 0.459  -0.246
P: 0.985 1.527 -1.849  1.574
H: -2.457 2.584 -3.359  0.390
C: -2.606 -1.329 1.337  1.124
H: -4.950 1.698 0.032  0.488
C: -3.796 2.253 -1.705  -0.896
F: 2.676 0.669 2.477  -0.277
C: -3.139 -0.005 1.223  -1.853
C: 2.109 -2.446 2.275  -1.330
P: 1.886 -1.782 0.572  1.304
F: 4.144 3.058 2.134  -0.245
H: 0.503 -2.793 -1.134  0.412
H: -4.016 0.173 1.793  1.184
C: -3.179 0.547 -0.117  0.665
C: -1.214 -3.769 1.519  -0.762
C: 3.403 -2.322 -0.295  -1.246
C: 2.927 2.852 1.578  0.599
C: 0.633 3.302 -1.977  -1.341
C: -2.647 1.980 -2.452  -0.567
H: 3.594 -3.385 -0.059  0.448
C: -2.010 0.275 -0.879  0.877
H: -0.718 -4.729 1.548  0.443
Sc: 0.667 0.447 0.383  -0.573
O: -0.762 1.498 2.000  -0.395
H: -2.662 -4.289 3.031  0.416
H: 2.793 -1.759 2.809  0.367
C: 2.683 1.376 1.256  0.172